{
  "formula": "C64H153N11O11",
  "method": "ωB97M-V/def2-TZVPD",
  "elements": ["C", "C", "C", "C", "C", "C", "C", "C", "C", "N", "O", "H", "H", "H", "H", "H", "H", "H", "H", "H", "H", "H", "H", "H", "H", "H", "H", "H", "H", "H", "C", "C", "C", "C", "C", "C", "C", "C", "C", "N", "O", "H", "H", "H", "H", "H", "H", "H", "H", "H", "H", "H", "H", "H", "H", "H", "H", "H", "H", "H", "C", "C", "C", "C", "C", "C", "C", "C", "C", "N", "O", "H", "H", "H", "H", "H", "H", "H", "H", "H", "H", "H", "H", "H", "H", "H", "H", "H", "H", "H", "C", "C", "C", "C", "C", "C", "C", "C", "C", "N", "O", "H", "H", "H", "H", "H", "H", "H", "H", "H", "H", "H", "H", "H", "H", "H", "H", "H", "H", "H", "C", "O", "C", "C", "C", "N", "H", "H", "H", "H", "H", "H", "H", "H", "H", "H", "H", "C", "O", "C", "C", "C", "N", "H", "H", "H", "H", "H", "H", "H", "H", "H", "H", "H", "C", "O", "C", "C", "C", "N", "H", "H", "H", "H", "H", "H", "H", "H", "H", "H", "H", "C", "O", "C", "C", "C", "N", "H", "H", "H", "H", "H", "H", "H", "H", "H", "H", "H", "C", "O", "C", "C", "C", "N", "H", "H", "H", "H", "H", "H", "H", "H", "H", "H", "H", "C", "O", "C", "C", "C", "N", "H", "H", "H", "H", "H", "H", "H", "H", "H", "H", "H", "C", "O", "C", "C", "C", "N", "H", "H", "H", "H", "H", "H", "H", "H", "H", "H", "H"],
  "positions_angstrom": [[-1.266, -6.797, 8.349], [-0.053, -6.154, 7.585], [1.182, -6.577, 8.433], [-0.018, -6.812, 6.093], [1.030, -6.285, 5.233], [0.765, -4.778, 5.066], [0.756, -3.998, 6.382], [2.183, -3.815, 6.930], [0.049, -2.615, 6.066], [-0.195, -4.707, 7.369], [-0.330, -3.940, 8.604], [-1.056, -7.864, 8.426], [-1.442, -6.242, 9.270], [-2.203, -6.656, 7.810], [1.315, -5.779, 9.164], [1.122, -7.462, 9.065], [2.050, -6.737, 7.794], [0.151, -7.886, 6.166], [-1.041, -6.743, 5.721], [2.056, -6.442, 5.568], [1.073, -6.807, 4.277], [-0.206, -4.774, 4.570], [1.592, -4.551, 4.393], [2.074, -3.502, 7.969], [2.765, -3.060, 6.401], [2.649, -4.796, 6.842], [-0.171, -1.991, 6.932], [-0.826, -2.711, 5.422], [0.737, -1.883, 5.645], [-1.284, -4.000, 8.686], [7.994, 8.300, -4.283], [6.663, 8.757, -3.602], [7.012, 9.326, -2.211], [6.117, 9.827, -4.514], [4.584, 10.209, -4.187], [3.741, 8.931, -4.316], [4.224, 7.754, -3.479], [3.969, 8.027, -1.940], [3.490, 6.476, -3.946], [5.721, 7.579, -3.634], [6.139, 6.365, -3.132], [8.464, 7.571, -3.623], [7.761, 7.760, -5.200], [8.831, 8.997, -4.328], [7.973, 9.833, -2.291], [6.327, 10.095, -1.854], [7.147, 8.563, -1.444], [6.764, 10.703, -4.560], [6.096, 9.332, -5.484], [4.504, 10.589, -3.169], [4.206, 10.996, -4.840], [3.735, 8.702, -5.382], [2.725, 9.239, -4.069], [4.479, 8.882, -1.495], [4.192, 7.104, -1.404], [2.894, 8.110, -1.782], [3.844, 6.289, -4.959], [2.430, 6.659, -4.127], [3.508, 5.586, -3.317], [6.252, 5.987, -4.007], [-2.661, -3.242, -5.166], [-1.980, -2.288, -6.280], [-0.908, -3.076, -6.976], [-3.071, -1.806, -7.241], [-2.629, -0.631, -8.098], [-2.211, 0.554, -7.176], [-1.165, 0.143, -6.190], [0.255, 0.210, -6.819], [-1.200, 1.294, -5.119], [-1.514, -1.142, -5.520], [-0.546, -1.564, -4.569], [-1.967, -3.867, -4.603], [-3.235, -2.635, -4.466], [-3.336, -3.965, -5.623], [-0.550, -2.622, -7.900], [-0.055, -3.220, -6.314], [-1.281, -4.024, -7.363], [-3.462, -2.685, -7.753], [-3.929, -1.426, -6.687], [-1.748, -0.949, -8.656], [-3.324, -0.312, -8.875], [-3.118, 0.974, -6.741], [-1.842, 1.247, -7.932], [0.466, 1.204, -7.215], [0.350, -0.555, -7.589], [1.067, 0.153, -6.094], [-1.038, 2.187, -5.722], [-0.455, 1.217, -4.327], [-2.160, 1.408, -4.615], [-0.823, -1.193, -3.728], [-11.186, 2.098, 0.062], [-11.100, 2.265, -1.487], [-12.458, 1.886, -2.099], [-10.839, 3.760, -1.673], [-9.357, 4.135, -1.438], [-8.491, 3.297, -2.328], [-8.626, 1.724, -2.057], [-7.871, 1.039, -3.210], [-8.017, 1.352, -0.672], [-10.051, 1.350, -2.104], [-10.325, 0.014, -1.806], [-12.087, 2.571, 0.453], [-11.395, 1.055, 0.301], [-10.420, 2.513, 0.717], [-12.607, 0.836, -1.848], [-13.341, 2.499, -1.918], [-12.508, 1.764, -3.181], [-11.012, 3.980, -2.727], [-11.498, 4.375, -1.060], [-9.247, 5.120, -1.890], [-8.956, 4.124, -0.425], [-7.432, 3.525, -2.210], [-8.792, 3.462, -3.363], [-6.792, 1.190, -3.182], [-8.184, 1.468, -4.162], [-7.998, -0.043, -3.255], [-8.380, 1.861, 0.221], [-6.984, 1.693, -0.600], [-8.122, 0.272, -0.574], [-10.331, -0.283, -2.719], [4.489, -3.539, -9.578], [4.140, -2.380, -8.858], [5.231, -1.651, -8.367], [5.991, -2.433, -7.275], [5.059, -2.864, -6.178], [7.087, -1.706, -6.639], [3.574, -4.077, -9.827], [5.069, -4.293, -9.046], [4.953, -3.233, -10.516], [5.919, -1.412, -9.178], [4.886, -0.643, -8.138], [6.397, -3.255, -7.865], [4.486, -2.014, -5.806], [5.558, -3.416, -5.382], [4.402, -3.609, -6.626], [7.789, -1.233, -7.190], [6.802, -0.960, -6.021], [-3.822, 7.219, 0.965], [-2.551, 6.883, 0.408], [-2.242, 5.476, 0.460], [-1.870, 4.958, 1.880], [-0.823, 5.769, 2.619], [-1.364, 3.589, 1.884], [-3.981, 6.825, 1.969], [-4.652, 6.911, 0.330], [-3.851, 8.308, 0.984], [-3.131, 5.059, -0.013], [-1.431, 5.341, -0.255], [-2.738, 4.991, 2.540], [-0.531, 5.299, 3.558], [-1.306, 6.673, 2.990], [0.090, 5.958, 2.054], [-1.654, 3.130, 2.735], [-1.751, 2.882, 1.275], [8.656, -9.263, 0.646], [9.057, -8.284, 1.698], [8.365, -7.014, 1.545], [8.755, -6.229, 0.308], [8.803, -4.749, 0.502], [7.843, -6.460, -0.768], [7.599, -9.472, 0.477], [9.133, -10.221, 0.851], [9.062, -8.985, -0.326], [7.290, -7.121, 1.688], [8.663, -6.509, 2.464], [9.741, -6.632, 0.076], [8.843, -4.206, -0.443], [9.674, -4.445, 1.082], [7.999, -4.350, 1.119], [6.953, -6.042, -0.539], [7.642, -7.445, -0.863], [-1.467, -1.114, 0.060], [-0.260, -0.482, -0.326], [0.893, -1.104, 0.304], [2.239, -0.522, 0.009], [3.325, -1.129, 0.862], [2.152, 0.924, 0.262], [-2.106, -0.941, -0.805], [-1.867, -0.742, 1.004], [-1.508, -2.199, 0.162], [0.762, -0.952, 1.375], [0.958, -2.183, 0.163], [2.497, -0.744, -1.027], [3.101, -1.082, 1.928], [4.214, -0.546, 0.623], [3.344, -2.180, 0.573], [1.347, 1.074, 0.853], [1.812, 1.195, -0.650], [-4.992, 0.754, 9.340], [-5.281, 1.083, 7.940], [-5.167, 2.449, 7.591], [-4.798, 2.519, 6.093], [-5.736, 1.741, 5.173], [-3.417, 2.055, 5.901], [-4.091, 1.149, 9.810], [-4.913, -0.330, 9.430], [-5.833, 1.143, 9.913], [-6.020, 3.039, 7.926], [-4.402, 2.917, 8.210], [-4.811, 3.569, 5.801], [-5.376, 1.880, 4.153], [-6.801, 1.961, 5.109], [-5.565, 0.702, 5.455], [-3.292, 1.143, 6.314], [-2.889, 2.672, 6.502], [-3.279, -8.202, 1.993], [-4.165, -8.895, 2.906], [-3.815, -10.256, 2.943], [-4.669, -11.039, 4.012], [-4.191, -10.830, 5.440], [-4.687, -12.419, 3.765], [-2.212, -8.345, 2.160], [-3.575, -7.161, 1.863], [-3.619, -8.689, 1.079], [-3.970, -10.755, 1.986], [-2.763, -10.398, 3.190], [-5.686, -10.650, 3.958], [-4.602, -11.495, 6.199], [-4.476, -9.831, 5.772], [-3.103, -10.814, 5.515], [-4.796, -12.564, 2.771], [-3.731, -12.721, 3.887], [5.919, 7.544, 4.003], [6.858, 6.498, 4.271], [7.011, 5.613, 3.137], [5.739, 4.865, 2.664], [5.029, 4.029, 3.749], [6.160, 3.924, 1.608], [4.923, 7.123, 3.866], [6.117, 7.983, 3.025], [5.967, 8.311, 4.777], [7.337, 6.038, 2.188], [7.830, 4.934, 3.372], [5.082, 5.674, 2.343], [4.105, 3.613, 3.346], [4.823, 4.804, 4.487], [5.576, 3.203, 4.202], [6.278, 4.344, 0.697], [5.462, 3.253, 1.321]],
  "smiles": "CC1(C)CCCC(C)(C)N1O.CC1(C)CCCC(C)(C)N1O.CC1(C)CCCC(C)(C)N1O.CC1(C)CCCC(C)(C)N1O.COC[C@H](C)N.COC[C@H](C)N.COC[C@H](C)N.COC[C@H](C)N.COC[C@H](C)N.COC[C@H](C)N.COC[C@H](C)N",
  "total_energy_ev": -107748.291,
  "homo_lumo_gap_ev": 8.1,
  "total_charge": 0
}